1.
C38H107N7O12 | ωB97M-V/def2-TZVPD

Orbital gap   9.0884 eV
DFT total energy   -76130.2980 eV
Highest occupied orbital energy   -9.00 eV
SMILES string   COC[C@H](C)N.COC[C@H](C)N.COC[C@H](C)N.COC[C@H](C)N.COC[C@H](C)N.COC[C@H](C)N.COC[C@H](C)N.CCO.CCO.CCO.CCO.CCO
Total charge   0
LUMO level   0.088 eV
Energy above the lowest of the compared OMol25 structures with the same formula, charge and spin   180.6 kcal per mole

Atoms and positions in Å:
C  -1.250  -12.066  -27.340
O  -2.417  -11.332  -27.332
C  -2.300  -9.996  -26.878
C  -2.509  -8.945  -27.990
C  -1.159  -8.737  -28.619
N  -2.950  -7.687  -27.475
H  -1.496  -13.124  -27.422
H  -0.545  -11.905  -26.525
H  -0.681  -11.853  -28.245
H  -3.199  -9.814  -26.288
H  -1.428  -9.679  -26.306
H  -3.169  -9.293  -28.785
H  -1.241  -8.198  -29.562
H  -0.748  -9.683  -28.974
H  -0.513  -8.205  -27.920
H  -2.175  -7.342  -26.928
H  -3.702  -7.780  -26.807
C  -5.971  -9.928  -32.898
O  -7.005  -10.072  -33.976
C  -6.919  -11.293  -34.661
C  -7.708  -11.324  -36.022
C  -7.260  -10.267  -37.020
N  -9.198  -11.292  -35.897
H  -6.210  -8.953  -32.474
H  -4.955  -10.057  -33.273
H  -6.272  -10.686  -32.175
H  -5.858  -11.469  -34.841
H  -7.163  -12.105  -33.976
H  -7.520  -12.299  -36.472
H  -7.824  -10.125  -37.942
H  -6.204  -10.223  -37.284
H  -7.377  -9.293  -36.546
H  -9.243  -10.476  -35.304
H  -9.425  -10.769  -36.730
C  -5.194  4.707  -29.338
O  -4.695  5.963  -29.046
C  -5.454  6.948  -29.691
C  -6.131  7.806  -28.665
C  -7.532  7.246  -28.170
N  -6.245  9.244  -28.958
H  -5.163  4.440  -30.395
H  -6.171  4.504  -28.898
H  -4.712  3.820  -28.929
H  -4.601  7.460  -30.137
H  -6.144  6.615  -30.466
H  -5.440  7.865  -27.824
H  -7.984  7.875  -27.403
H  -7.486  6.188  -27.912
H  -8.158  7.265  -29.062
H  -6.276  9.642  -28.030
H  -5.470  9.656  -29.459
C  -6.311  3.123  -36.785
O  -5.488  2.082  -36.396
C  -4.052  2.521  -36.296
C  -3.201  1.257  -35.835
C  -3.379  0.774  -34.368
N  -1.851  1.516  -36.120
H  -5.859  3.541  -37.685
H  -6.621  3.861  -36.045
H  -7.195  2.568  -37.100
H  -3.737  2.857  -37.284
H  -3.947  3.410  -35.674
H  -3.485  0.430  -36.485
H  -2.939  1.448  -33.633
H  -2.811  -0.143  -34.211
H  -4.428  0.620  -34.115
H  -1.712  1.278  -37.092
H  -1.360  0.768  -35.651
C  -0.011  -10.374  -34.705
O  -0.709  -9.242  -35.235
C  0.063  -8.005  -35.185
C  -0.833  -6.882  -35.556
C  -1.642  -7.104  -36.864
N  -0.035  -5.786  -35.777
H  0.668  -10.182  -33.874
H  0.591  -10.885  -35.456
H  -0.639  -11.173  -34.310
H  0.293  -7.916  -34.123
H  0.984  -8.086  -35.762
H  -1.485  -6.772  -34.689
H  -2.078  -6.206  -37.301
H  -2.546  -7.690  -36.700
H  -0.989  -7.540  -37.620
H  0.492  -6.066  -36.593
H  -0.618  -5.025  -36.093
C  -11.448  2.536  -29.744
O  -11.011  1.315  -30.361
C  -10.265  1.643  -31.570
C  -9.405  0.510  -32.068
C  -8.013  0.437  -31.369
N  -9.003  0.577  -33.512
H  -11.691  2.292  -28.710
H  -12.388  2.809  -30.222
H  -10.695  3.324  -29.771
H  -11.070  1.887  -32.263
H  -9.510  2.415  -31.422
H  -9.874  -0.473  -32.033
H  -7.339  1.282  -31.506
H  -7.460  -0.407  -31.782
H  -7.995  0.410  -30.280
H  -8.626  -0.337  -33.720
H  -8.295  1.243  -33.788
C  -7.988  1.065  -25.706
O  -8.258  0.027  -24.769
C  -7.770  -1.279  -25.146
C  -6.153  -1.411  -25.042
C  -5.752  -2.945  -25.048
N  -5.608  -0.828  -23.817
H  -8.464  0.794  -26.648
H  -6.931  1.278  -25.866
H  -8.481  1.924  -25.251
H  -8.251  -1.927  -24.413
H  -8.261  -1.676  -26.035
H  -5.622  -0.923  -25.859
H  -5.957  -3.411  -26.012
H  -6.322  -3.499  -24.301
H  -4.716  -3.219  -24.851
H  -4.643  -0.548  -23.921
H  -6.153  -0.015  -23.568
C  -0.391  -1.431  -27.706
C  -1.329  -0.956  -26.589
O  -2.026  0.218  -27.006
H  0.333  -0.688  -28.041
H  -0.952  -1.677  -28.607
H  0.175  -2.335  -27.481
H  -0.634  -0.735  -25.779
H  -1.951  -1.817  -26.340
H  -1.448  0.977  -26.900
C  2.760  -1.942  -32.933
C  1.288  -1.554  -33.359
O  1.481  -1.159  -34.667
H  3.160  -2.753  -33.541
H  2.772  -2.281  -31.897
H  3.512  -1.160  -33.037
H  0.858  -0.751  -32.759
H  0.680  -2.458  -33.383
H  1.990  -1.781  -35.192
C  -9.104  -5.453  -32.862
C  -10.000  -6.611  -32.754
O  -9.621  -7.420  -33.878
H  -9.149  -5.019  -33.861
H  -8.093  -5.699  -32.535
H  -9.246  -4.619  -32.175
H  -11.031  -6.347  -32.990
H  -9.970  -7.364  -31.968
H  -8.869  -7.991  -33.708
C  -4.145  -3.882  -31.153
C  -4.401  -3.137  -29.871
O  -4.024  -1.720  -30.140
H  -3.095  -3.889  -31.446
H  -4.765  -3.494  -31.960
H  -4.397  -4.913  -30.902
H  -3.735  -3.586  -29.134
H  -5.419  -3.260  -29.500
H  -3.654  -1.296  -29.362
C  -6.612  -4.016  -37.129
C  -6.012  -2.683  -36.640
O  -6.407  -1.655  -37.485
H  -6.187  -4.944  -36.748
H  -6.663  -3.955  -38.216
H  -7.672  -3.991  -36.874
H  -4.923  -2.729  -36.644
H  -6.471  -2.632  -35.653
H  -6.281  -0.816  -37.036

***

2.
C4H9N | ωB97M-V/def2-TZVPD

Orbital gap   9.0498 eV
DFT total energy   -5780.1312 eV
Highest occupied orbital energy   -8.00 eV
Total charge   0
LUMO level   1.050 eV
Energy above the lowest of the compared OMol25 structures with the same formula, charge and spin   84.9 kcal per mole

Atoms and positions in Å:
C  -1.886  0.499  -0.373
C  -0.584  0.256  0.356
C  -0.311  -1.012  1.065
N  0.461  -0.449  -0.399
C  1.847  -0.026  -0.312
H  -2.655  0.791  0.350
H  -1.790  1.296  -1.121
H  -2.220  -0.418  -0.866
H  -0.146  1.177  0.753
H  0.225  -1.444  -0.507
H  0.497  -0.833  1.793
H  2.047  0.431  0.665
H  2.503  -0.891  -0.429
H  2.080  0.702  -1.098

***

3.
C34H65N4O3RuS2SbSi4 | ωB97M-V/def2-TZVPD

Orbital gap (spin up / spin down)   6.2825 / 6.1362 eV
Expectation value of S²   8.79
DFT total energy   -110719.7556 eV
Highest occupied orbital energy (spin up / spin down)   -8.34 / -10.66 eV
Total charge   +1
2S+1   6
LUMO level (spin up / spin down)   -2.058 / -4.522 eV
Energy above the lowest of the compared OMol25 structures with the same formula, charge and spin   0.0 kcal per mole

Atoms and positions in Å:
Ru  -0.142  -0.001  -0.359
N  -1.633  0.778  -4.390
C  -0.951  0.416  -3.260
S  -1.390  1.272  -1.772
N  -0.082  -0.523  -3.299
N  0.498  -0.775  -2.077
C  1.429  -1.771  -1.973
C  1.816  -2.626  -3.108
C  2.194  -2.082  -4.336
C  2.583  -2.912  -5.375
C  2.585  -4.291  -5.209
C  2.205  -4.842  -3.993
C  1.826  -4.013  -2.948
C  2.050  -1.872  -0.711
C  3.189  -2.665  -0.440
C  3.768  -2.621  0.799
C  3.243  -1.777  1.793
C  2.151  -1.010  1.488
N  1.539  -1.056  0.287
H  -2.060  1.688  -4.400
H  -1.242  0.465  -5.265
H  2.189  -1.009  -4.471
H  2.885  -2.481  -6.321
H  2.885  -4.935  -6.026
H  2.200  -5.915  -3.858
H  1.521  -4.443  -2.001
H  3.609  -3.273  -1.226
H  4.646  -3.221  1.003
H  3.693  -1.707  2.773
H  1.729  -0.314  2.200
C  -5.688  -1.698  1.214
Si  -4.164  -0.622  1.337
C  -3.675  -0.355  3.119
C  -4.399  1.004  0.452
Sb  -2.235  -1.859  0.194
Si  -3.232  -2.959  -1.894
C  -4.370  -4.334  -1.339
C  -1.837  -3.625  -2.935
C  -4.157  -1.596  -2.774
Si  -1.348  -3.586  1.852
C  -0.005  -4.515  0.945
C  -2.736  -4.708  2.405
C  -0.654  -2.637  3.305
H  -6.519  -1.225  1.747
H  -5.522  -2.681  1.661
H  -5.998  -1.844  0.177
H  -4.442  0.242  3.622
H  -2.724  0.175  3.203
H  -3.591  -1.303  3.655
H  -5.238  1.547  0.897
H  -4.608  0.862  -0.609
H  -3.506  1.628  0.537
H  -3.819  -5.116  -0.810
H  -4.842  -4.796  -2.212
H  -5.162  -3.971  -0.682
H  -1.246  -4.371  -2.399
H  -1.164  -2.833  -3.271
H  -2.256  -4.111  -3.822
H  -4.934  -1.156  -2.146
H  -4.641  -1.997  -3.670
H  -3.478  -0.800  -3.088
H  -0.345  -4.860  -0.035
H  0.305  -5.392  1.521
H  0.870  -3.879  0.798
H  -3.176  -5.254  1.569
H  -3.530  -4.137  2.892
H  -2.362  -5.441  3.126
H  -0.045  -1.794  2.974
H  -0.022  -3.291  3.913
H  -1.447  -2.245  3.944
C  3.478  3.971  -0.830
C  2.681  2.740  -1.232
C  2.216  2.824  -2.675
C  3.484  1.469  -1.001
O  1.463  2.690  -0.436
Si  1.107  2.793  1.129
S  -0.455  1.299  1.466
O  2.356  2.352  2.059
C  2.719  2.694  3.425
C  3.241  4.126  3.445
C  1.509  2.532  4.333
C  3.815  1.717  3.808
O  0.513  4.213  1.600
C  -0.410  5.156  0.996
C  -0.812  6.099  2.114
C  -1.617  4.406  0.451
C  0.318  5.897  -0.116
H  4.375  4.059  -1.445
H  3.788  3.902  0.215
H  2.881  4.875  -0.962
H  3.071  2.859  -3.352
H  1.612  3.719  -2.829
H  1.612  1.949  -2.920
H  4.415  1.508  -1.570
H  2.915  0.603  -1.342
H  3.728  1.346  0.057
H  2.461  4.824  3.142
H  4.091  4.227  2.766
H  3.574  4.391  4.449
H  0.713  3.223  4.049
H  1.788  2.742  5.367
H  1.122  1.511  4.285
H  4.651  1.791  3.110
H  3.438  0.692  3.791
H  4.180  1.932  4.813
H  -1.297  5.545  2.920
H  -1.508  6.853  1.742
H  0.065  6.606  2.519
H  -2.116  3.850  1.249
H  -1.319  3.707  -0.337
H  -2.335  5.108  0.025
H  1.227  6.361  0.272
H  -0.320  6.680  -0.530
H  0.586  5.211  -0.921

***

4.
C50H43N2O2SW | ωB97M-V/def2-TZVPD

Orbital gap   5.4269 eV
DFT total energy   -72261.1287 eV
Highest occupied orbital energy   -16.24 eV
Total charge   +3
LUMO level   -10.812 eV
Energy above the lowest of the compared OMol25 structures with the same formula, charge and spin   1.5 kcal per mole

Atoms and positions in Å:
W  0.778  -1.051  -0.013
O  0.476  -0.985  1.713
C  -0.192  -0.140  2.863
C  -0.942  0.909  2.028
C  0.005  1.778  1.244
C  0.193  3.090  1.624
C  1.156  3.862  0.991
C  1.934  3.272  0.013
C  1.710  1.955  -0.354
C  2.674  1.375  -1.369
C  2.597  -0.103  -1.713
O  2.531  -0.794  -0.334
C  3.837  -0.596  -2.412
C  3.880  -0.548  -3.803
C  5.045  -0.896  -4.469
C  6.160  -1.302  -3.749
C  6.114  -1.351  -2.362
C  4.957  -0.988  -1.688
C  1.287  -0.509  -2.395
C  1.180  -1.837  -2.876
C  0.120  -2.211  -3.682
C  -0.820  -1.263  -4.067
C  -0.708  0.062  -3.651
C  0.336  0.440  -2.832
N  0.719  1.227  0.222
C  0.933  0.484  3.651
C  0.552  1.264  4.744
C  1.508  1.940  5.483
C  2.852  1.840  5.142
C  3.232  1.059  4.064
C  2.275  0.383  3.314
C  -1.050  -1.133  3.584
C  -0.511  -1.845  4.655
C  -1.269  -2.800  5.313
C  -2.573  -3.051  4.909
C  -3.117  -2.348  3.840
C  -2.361  -1.397  3.176
H  -1.500  1.535  2.725
H  -1.670  0.430  1.379
H  -0.398  3.493  2.435
H  1.319  4.892  1.279
H  2.733  3.821  -0.467
H  3.686  1.585  -1.018
H  2.590  1.917  -2.317
H  3.013  -0.236  -4.377
H  5.082  -0.852  -5.549
H  7.067  -1.580  -4.269
H  6.984  -1.666  -1.802
H  4.939  -1.017  -0.606
H  1.974  -2.540  -2.661
H  0.056  -3.225  -4.053
H  -1.628  -1.550  -4.729
H  -1.426  0.800  -3.982
H  0.419  1.478  -2.538
H  -0.491  1.325  5.036
H  1.206  2.533  6.335
H  3.600  2.360  5.727
H  4.279  0.959  3.809
H  2.604  -0.238  2.491
H  0.501  -1.646  4.985
H  -0.846  -3.340  6.149
H  -3.170  -3.785  5.434
H  -4.140  -2.531  3.539
H  -2.822  -0.852  2.362
C  -1.953  3.811  -1.679
C  -3.384  3.280  -1.571
C  -4.117  3.604  -2.881
C  -4.088  3.978  -0.397
C  -3.417  1.775  -1.323
C  -4.656  1.099  -1.322
C  -4.750  -0.258  -1.131
C  -3.570  -0.968  -0.914
S  -3.389  -2.676  -0.711
C  -1.721  -2.491  -0.570
N  -1.271  -1.225  -0.631
C  -2.333  -0.327  -0.873
C  -2.262  1.050  -1.090
C  -0.748  -3.554  -0.395
C  -1.018  -4.909  -0.334
C  0.050  -5.791  -0.188
C  1.360  -5.331  -0.111
C  1.637  -3.971  -0.183
C  0.570  -3.072  -0.315
H  -1.978  4.878  -1.896
H  -1.402  3.329  -2.494
H  -1.396  3.684  -0.746
H  -4.086  4.678  -3.060
H  -5.167  3.313  -2.852
H  -3.649  3.107  -3.734
H  -4.069  5.059  -0.542
H  -3.595  3.753  0.552
H  -5.132  3.675  -0.315
H  -5.566  1.660  -1.490
H  -5.710  -0.757  -1.154
H  -1.308  1.550  -1.089
H  -2.029  -5.292  -0.399
H  -0.144  -6.855  -0.142
H  2.171  -6.039  -0.006
H  2.663  -3.627  -0.133

***

Question: Which value of total charge does entry 4 give?
Answer: +3